No. 1
This record from OMol25 describes a single C3H6N2O molecule in a non-equilibrium geometry. The level of theory is wB97M-V/def2-TZVPD.

## Properties
Lowest unoccupied orbital energy   0.878 eV
Energy   -302.50882 Ha
Kohn-Sham gap   10.37 eV
ΔE to the lowest compared entry with this formula, charge and spin   115.64 kcal per mole
SMILES   CN1C(=O)N1C

Structure (ORCA input):
```
! RIJCOSX wB97M-V def2-TZVPD def2/J DEFGRID3
* xyz 0 1
C -0.2099 0.3069 1.2774
C -1.9075 -0.1782 -0.8665
C 1.9122 0.0318 0.0145
N -0.5382 0.6193 -0.0414
N 0.5466 -0.3492 0.3058
O -0.4645 0.3778 2.4214
H -1.6237 0.1262 -1.8635
H -1.7019 -1.2463 -1.0141
H -2.6688 0.0441 -0.1162
H 2.4131 -0.0091 1.0872
H 2.3079 -0.8112 -0.6500
H 1.9348 1.0879 -0.5546
*
```



No. 2
This record from OMol25 describes 2 unconnected molecules or ions with the total composition C3H6N2O in a non-equilibrium geometry. The level of theory is wB97M-V/def2-TZVPD.

## Properties
Lowest unoccupied orbital energy   1.084 eV
Energy   -302.64157 Ha
Kohn-Sham gap   10.13 eV
ΔE to the lowest compared entry with this formula, charge and spin   32.33 kcal per mole

Structure (ORCA input):
```
! RIJCOSX wB97M-V def2-TZVPD def2/J DEFGRID3
* xyz 0 1
C 1.0990 -0.4708 1.1960
N 0.3124 -0.2732 0.0061
C -0.9354 -0.4958 0.0006
N -1.6904 -0.2675 -1.1274
C 0.8017 1.7360 -1.5386
O 1.8449 1.9769 -1.1520
H 1.8042 0.3665 1.2843
H 1.6973 -1.3869 1.1185
H 0.5078 -0.5213 2.1237
H -1.4964 -0.9166 0.8506
H -2.6794 -0.1359 -0.9881
H -1.2657 0.3885 -1.7736
*
```



No. 3
This record from OMol25 describes 2 unconnected molecules or ions with the total composition C3H6N2O in a non-equilibrium geometry. The level of theory is wB97M-V/def2-TZVPD.

## Properties
Lowest unoccupied orbital energy   0.821 eV
Energy   -302.64546 Ha
Kohn-Sham gap   11.11 eV
ΔE to the lowest compared entry with this formula, charge and spin   29.89 kcal per mole
SMILES   CNC=O.C#N

Structure (ORCA input):
```
! RIJCOSX wB97M-V def2-TZVPD def2/J DEFGRID3
* xyz 0 1
C -1.0470 -0.5302 1.3515
N 3.2273 0.6341 -0.0383
C 2.4933 0.6659 -0.9292
N -0.3662 0.0436 0.2168
C -0.8037 -0.0022 -1.0638
O -0.2782 0.5707 -2.0091
H -1.5126 0.2436 1.9719
H -1.8205 -1.2100 0.9895
H -0.3564 -1.1005 1.9818
H 1.7212 0.7037 -1.6882
H 0.4343 0.6341 0.3967
H -1.6918 -0.6530 -1.1796
*
```



No. 4
This record from OMol25 describes a single C3H6N2O molecule in a non-equilibrium geometry. The level of theory is wB97M-V/def2-TZVPD.

## Properties
Lowest unoccupied orbital energy   0.877 eV
Energy   -302.62672 Ha
Kohn-Sham gap   10.28 eV
ΔE to the lowest compared entry with this formula, charge and spin   41.65 kcal per mole
SMILES   NC(=O)N1CC1

Structure (ORCA input):
```
! RIJCOSX wB97M-V def2-TZVPD def2/J DEFGRID3
* xyz 0 1
C -0.0377 -0.9766 -0.5832
C -0.9971 0.6049 1.1921
C 0.3546 1.0770 0.7731
H 0.7863 -0.0376 -2.2849
H 1.2339 -1.7136 -2.0547
H -1.8601 1.3144 1.2287
H -1.0686 -0.3037 1.8536
H 0.7031 2.1396 0.5837
H 1.1416 0.4471 1.0863
N 0.6515 -0.8914 -1.6935
N -0.5715 0.3456 -0.1498
O -0.3361 -2.0057 0.0486
*
```



No. 5
This record from OMol25 describes a single C3H6N2O molecule. The level of theory is wB97M-V/def2-TZVPD.

## Properties
Lowest unoccupied orbital energy   0.829 eV
Energy   -302.63983 Ha
Kohn-Sham gap   10.45 eV
ΔE to the lowest compared entry with this formula, charge and spin   33.42 kcal per mole
SMILES   [H]/N=C/CNC=O

Structure (ORCA input):
```
! RIJCOSX wB97M-V def2-TZVPD def2/J DEFGRID3
* xyz 0 1
O -0.9547 -1.4536 -1.9376
C -0.8216 -0.4808 -1.2375
N 0.1463 -1.2034 0.9313
C 0.2039 0.0263 1.2228
C 0.4615 1.0093 0.0901
N 0.2793 0.3589 -1.1942
H -0.1146 -1.8075 1.7032
H 0.0306 0.4415 2.2222
H -1.6113 -0.1041 -0.5539
H -0.2078 1.8763 0.1794
H 1.4805 1.4049 0.1640
H 1.1081 -0.0679 -1.5898
*
```



No. 6
This record from OMol25 describes a molecular structure, C3H6N2O. The level of theory is wB97M-V/def2-TZVPD.

## Properties
Lowest unoccupied orbital energy   0.057 eV
Energy   -302.50851 Ha
Kohn-Sham gap   8.92 eV
ΔE to the lowest compared entry with this formula, charge and spin   115.83 kcal per mole

Structure (ORCA input):
```
! RIJCOSX wB97M-V def2-TZVPD def2/J DEFGRID3
* xyz 0 1
C -0.0352 0.3134 1.1675
C 0.5018 0.4165 -0.9731
N 1.5910 0.9113 -1.1617
N -0.5962 -0.1475 -1.3255
C -0.8232 -1.0366 0.0819
O -0.4151 -2.1746 0.0951
H 0.7588 1.0691 1.1170
H 0.2306 -0.3319 2.0104
H -0.9490 0.8667 1.3939
H 2.2207 1.3044 -0.4831
H -0.6522 -0.4732 -2.2895
H -1.8318 -0.7176 0.3670
*
```



No. 7
This record from OMol25 describes a single C3H6N2O molecule in a non-equilibrium geometry. The level of theory is wB97M-V/def2-TZVPD.

## Properties
Lowest unoccupied orbital energy   0.965 eV
Energy   -302.59930 Ha
Kohn-Sham gap   9.47 eV
ΔE to the lowest compared entry with this formula, charge and spin   58.86 kcal per mole
SMILES   C1=NNCCO1

Structure (ORCA input):
```
! RIJCOSX wB97M-V def2-TZVPD def2/J DEFGRID3
* xyz 0 1
C 0.5070 0.8478 -0.2935
C -0.9182 0.7439 0.3302
C -0.5228 -1.5382 -0.0565
H 0.4004 0.8040 -1.3753
H 0.9126 1.8719 -0.0418
H -1.6004 1.5205 -0.0084
H -0.8805 0.6921 1.4867
H -0.9169 -2.5021 -0.3125
H 2.2701 -0.1979 -0.1347
N 0.7514 -1.4908 0.1570
N 1.3836 -0.2003 0.3030
O -1.3865 -0.5509 -0.0541
*
```



No. 8
This record from OMol25 describes a single C3H6N2O molecule. The level of theory is wB97M-V/def2-TZVPD.

## Properties
Lowest unoccupied orbital energy   -0.015 eV
Energy   -302.63118 Ha
Kohn-Sham gap   9.68 eV
ΔE to the lowest compared entry with this formula, charge and spin   38.86 kcal per mole
SMILES   [H]/N=C(/C=O)NC

Structure (ORCA input):
```
! RIJCOSX wB97M-V def2-TZVPD def2/J DEFGRID3
* xyz 0 1
C -1.1804 -0.6437 -0.9033
N -0.0796 -0.8543 0.0463
C 0.8226 0.2007 0.1921
N 1.7284 0.5333 -0.6367
C 0.6647 1.0530 1.4265
O -0.1810 0.8187 2.2583
H -1.0753 0.3234 -1.4071
H -2.1357 -0.6341 -0.3683
H -1.2167 -1.4269 -1.6657
H -0.4360 -1.1230 0.9535
H 1.7311 -0.1580 -1.3921
H 1.3577 1.9111 1.4967
*
```



No. 9
This record from OMol25 describes a single C3H6N2O molecule. The level of theory is wB97M-V/def2-TZVPD.

## Properties
Lowest unoccupied orbital energy   -0.035 eV
Energy   -302.63075 Ha
Kohn-Sham gap   9.68 eV
ΔE to the lowest compared entry with this formula, charge and spin   39.13 kcal per mole
SMILES   [H]/N=C(/C=O)NC

Structure (ORCA input):
```
! RIJCOSX wB97M-V def2-TZVPD def2/J DEFGRID3
* xyz 0 1
C -0.7201 0.9407 -1.0891
N -0.2966 -0.4165 -0.7168
C 0.6492 -0.4938 0.3128
N 1.9003 -0.3004 0.1951
C 0.1220 -0.7778 1.6965
O -1.0603 -0.9125 1.9107
H 0.0017 1.6742 -0.7168
H -1.6949 1.1790 -0.6473
H -0.7900 1.0483 -2.1751
H -1.1065 -0.9700 -0.4650
H 2.1064 -0.1446 -0.7958
H 0.8888 -0.8266 2.4909
*
```



No. 10
This record from OMol25 describes a single C3H6N2O molecule in a non-equilibrium geometry. The level of theory is wB97M-V/def2-TZVPD.

## Properties
Lowest unoccupied orbital energy   0.970 eV
Energy   -302.55573 Ha
Kohn-Sham gap   10.62 eV
ΔE to the lowest compared entry with this formula, charge and spin   86.20 kcal per mole
SMILES   CN1C(=O)N1C

Structure (ORCA input):
```
! RIJCOSX wB97M-V def2-TZVPD def2/J DEFGRID3
* xyz 0 1
C 0.1547 -1.7681 -0.0497
C 0.1356 0.1610 -1.7957
C -0.1693 -0.1925 1.7787
N -0.3123 -0.6503 -0.7368
N 0.5662 -0.6366 0.5416
O 0.1227 -2.9425 -0.0518
H 0.6293 1.0678 -1.3969
H 0.9000 -0.4647 -2.3195
H -0.6036 0.4852 -2.5618
H -1.1146 0.3243 1.4280
H -0.3158 -1.1711 2.3190
H 0.5148 0.5270 2.3584
*
```